Entry from OMol25: C4H7NO in the gas phase (the ωB97M-V functional and the def2-TZVPD basis).

Values from the calculation:
Kohn-Sham gap ... 0.3886 Ha
HOMO energy ... -0.35318 Ha
SMILES ... CN1C[C@H]1C=O
Relative energy (zero: lowest compared OMol25 entry of this formula, charge and spin) ... 52.9 kcal/mol
Electronic energy ... -286.54739 Eh
Total charge ... 0

Each line ends with the natural charge from an NBO analysis.
Positions of all 13 atoms, in Å:
O  -2.26762  -2.09367  0.35985  -0.52
N  0.38773  0.20166  -0.63297  -0.38
C  -0.52696  0.96247  0.17502  -0.24
C  1.77754  0.33393  -0.21360  -0.41
C  -1.69557  -1.21716  -0.24336  0.43
C  -0.48232  -0.53056  0.27728  -0.20
H  -0.03585  -0.99764  1.15554  0.21
H  -2.10676  -0.78426  -1.18013  0.11
H  2.14464  1.29441  -0.58877  0.21
H  -1.32525  1.44759  -0.38267  0.21
H  -0.15861  1.52033  1.03284  0.20
H  1.90084  0.32767  0.88327  0.17
H  2.38817  -0.46475  -0.64231  0.21



Entry from OMol25: a molecular structure, C4H7NO (the ωB97M-V functional and the def2-TZVPD basis).

Values from the calculation:
Kohn-Sham gap ... 0.3962 Ha
HOMO energy ... -0.35715 Ha
Relative energy (zero: lowest compared OMol25 entry of this formula, charge and spin) ... 60.7 kcal/mol
Electronic energy ... -286.53488 Eh
Total charge ... 0

Each line ends with the natural charge from an NBO analysis.
Positions of all 13 atoms, in Å:
O  -0.96141  0.02070  -1.61817  -0.70
N  -1.66814  1.55221  -0.39029  -0.85
C  1.50235  -0.45783  -0.00119  -0.39
C  0.47848  -1.33094  0.63463  -0.39
C  0.21710  0.15387  0.50799  -0.33
C  -0.79093  0.58812  -0.47177  0.63
H  1.61994  -0.51975  -1.07882  0.24
H  0.65879  -1.70900  1.63667  0.22
H  0.26952  0.75220  1.41283  0.23
H  -0.10172  -1.98009  -0.01421  0.24
H  -1.85391  0.97593  -1.57477  0.49
H  -1.77413  2.17498  0.40114  0.39
H  2.40404  -0.22041  0.55597  0.22



Entry from OMol25: C4H7NO in the gas phase (the ωB97M-V functional and the def2-TZVPD basis).

Values from the calculation:
Kohn-Sham gap ... 0.3989 Ha
HOMO energy ... -0.36247 Ha
SMILES ... CCOC1=NC1
Relative energy (zero: lowest compared OMol25 entry of this formula, charge and spin) ... 73.5 kcal/mol
Electronic energy ... -286.51445 Eh
Total charge ... 0

Each line ends with the natural charge from an NBO analysis.
Positions of all 13 atoms, in Å:
O  -0.13405  0.26683  0.62455  -0.51
N  2.14227  -0.53409  0.30689  -0.35
C  1.16055  0.23389  0.34373  0.50
C  -0.97892  0.14462  -0.53775  -0.06
C  -1.83809  -1.07385  -0.30617  -0.63
C  2.30091  0.98573  -0.06845  -0.35
H  -1.19594  -1.95283  -0.20498  0.22
H  2.81923  1.60547  0.66032  0.19
H  -2.53163  -1.22737  -1.13326  0.21
H  -1.55860  1.06944  -0.62423  0.19
H  -0.35393  0.03923  -1.43526  0.18
H  -2.41123  -0.96065  0.61893  0.22
H  2.47242  1.23558  -1.11803  0.18



Entry from OMol25: C4H7NO in the gas phase (the ωB97M-V functional and the def2-TZVPD basis).

Values from the calculation:
Kohn-Sham gap ... 0.3902 Ha
HOMO energy ... -0.35307 Ha
SMILES ... C[C@H]1CN=CO1
Relative energy (zero: lowest compared OMol25 entry of this formula, charge and spin) ... 22.1 kcal/mol
Electronic energy ... -286.59636 Eh
Total charge ... 0

Each line ends with the natural charge from an NBO analysis.
Positions of all 13 atoms, in Å:
O  0.20780  -1.19677  -0.75372  -0.50
N  1.52833  -0.44830  0.92919  -0.47
C  0.96555  0.74604  0.28832  -0.28
C  1.06977  -1.42335  0.26402  0.37
C  -0.14424  0.20594  -0.63439  0.06
C  -1.53746  0.29585  -0.03609  -0.63
H  1.76229  1.25299  -0.27027  0.20
H  1.30793  -2.46963  0.43308  0.19
H  0.57925  1.44918  1.03358  0.20
H  -1.56023  -0.23496  0.92232  0.22
H  -2.28161  -0.15497  -0.69896  0.22
H  -0.11073  0.63628  -1.63853  0.19
H  -1.81332  1.34055  0.14271  0.21



Entry from OMol25: 2 unconnected molecules or ions with the total composition C4H7NO (the ωB97M-V functional and the def2-TZVPD basis).

Values from the calculation:
Kohn-Sham gap (spin up / spin down) ... 0.3089 / 0.3089 Ha
HOMO energy (spin up / spin down) ... -0.33506 / -0.33512 Ha
SMILES ... O=NC1=CCC1.[H][H]
Relative energy (zero: lowest compared OMol25 entry of this formula, charge and spin) ... 130.7 kcal/mol
Electronic energy ... -286.42335 Eh
Total charge ... 0

Each line ends with the natural charge from an NBO analysis.
Positions of all 13 atoms, in Å:
O  -2.42012  0.89583  -0.58349  -0.29
N  -1.99579  -0.23656  -0.42102  0.11
C  -0.58493  -0.29443  -0.37614  0.01
C  0.32886  -1.44060  -0.02044  -0.42
C  0.39435  0.62742  -0.43979  -0.08
C  1.43802  -0.34105  0.05279  -0.43
H  -0.71794  2.03179  1.14185  -0.03
H  2.32515  -0.47032  -0.57205  0.22
H  1.75360  -0.13346  1.08251  0.22
H  -1.38496  2.02982  0.80819  0.03
H  0.43458  1.66665  -0.74481  0.23
H  0.11125  -1.98884  0.89991  0.21
H  0.49402  -2.14772  -0.83869  0.22



Entry from OMol25: C4H7NO in the gas phase in a non-equilibrium geometry (the ωB97M-V functional and the def2-TZVPD basis).

Values from the calculation:
Kohn-Sham gap ... 0.3576 Ha
HOMO energy ... -0.31966 Ha
SMILES ... C[C@@H]1C=CON1
Relative energy (zero: lowest compared OMol25 entry of this formula, charge and spin) ... 81.9 kcal/mol
Electronic energy ... -286.50114 Eh
Total charge ... 0

Each line ends with the natural charge from an NBO analysis.
Positions of all 13 atoms, in Å:
O  0.19894  1.71454  -0.85938  -0.39
N  -0.82589  0.47510  -1.13046  -0.28
C  1.29830  1.09455  -0.36699  0.13
C  1.14824  -0.21420  -0.18782  -0.36
C  -0.31637  -0.55730  -0.21547  -0.12
C  -1.03667  -0.47281  1.13867  -0.61
H  -0.54156  -1.09187  1.89465  0.21
H  1.94319  -0.92785  -0.10091  0.22
H  2.18008  1.64882  -0.03701  0.22
H  -0.51152  0.13165  -2.05199  0.34
H  -0.41722  -1.57074  -0.63155  0.21
H  -2.08377  -0.79524  1.06357  0.21
H  -1.03576  0.56535  1.48469  0.22



What is the electronic energy in the fifth record?
-286.42335 Eh